The following is a DFT calculation (the ωB97M-V functional and the def2-TZVPD basis) of a 15-piece molecular cluster, C17H38Cl28NOP overall in a non-equilibrium geometry.

XYZ file:
```
86
Properties=species:S:1:pos:R:3:mulliken_charge:R:1
C 1.48 1.87 -0.80 -0.53
C -0.05 1.89 -1.44 0.32
O -0.20 1.28 -2.62 -0.63
N -1.14 2.63 -0.68 0.01
C -2.53 2.15 -1.05 -0.06
P -0.93 4.35 -1.21 0.25
H 1.93 2.96 -0.98 0.23
H 1.34 1.76 0.36 0.15
H 2.19 1.08 -1.28 0.04
H -2.80 1.20 -0.39 -0.19
H -2.69 1.94 -2.19 0.29
H -3.33 2.99 -0.76 0.13
H 0.31 4.39 -0.47 0.06
H -2.12 4.79 -0.52 -0.33
H -1.06 3.84 -2.58 0.14
H -0.64 5.71 -1.69 0.10
C 2.53 3.67 -4.04 0.03
Cl 1.76 4.38 -2.61 -0.12
Cl 2.56 4.83 -5.37 -0.18
H 3.55 3.39 -3.79 0.06
H 1.96 2.79 -4.35 0.28
C 5.56 0.54 -1.95 -0.36
Cl 5.14 0.00 -0.32 -0.16
Cl 4.73 2.05 -2.36 -0.20
H 6.64 0.71 -2.00 0.37
H 5.28 -0.23 -2.67 0.28
C -0.66 -0.85 0.64 0.55
Cl 0.13 0.17 1.84 -0.19
Cl 0.29 -2.31 0.32 -0.17
H -1.65 -1.14 1.00 -0.15
H -0.76 -0.29 -0.30 -0.04
C 7.43 -2.67 0.21 -0.15
Cl 8.70 -3.13 1.35 -0.15
Cl 8.10 -2.31 -1.38 -0.17
H 6.72 -3.49 0.12 0.34
H 6.91 -1.78 0.59 0.15
C -3.03 7.78 1.07 0.01
Cl -1.35 8.33 1.07 -0.17
Cl -3.33 6.66 -0.26 -0.11
H -3.25 7.28 2.02 -0.03
H -3.69 8.65 0.95 0.36
C -0.48 -5.87 0.57 0.48
Cl -0.34 -7.32 -0.42 -0.18
Cl -2.09 -5.74 1.30 -0.15
H 0.27 -5.91 1.37 -0.14
H -0.30 -4.99 -0.05 -0.01
C -4.32 -2.42 -0.95 -0.37
Cl -3.53 -1.39 0.25 -0.18
Cl -3.37 -3.88 -1.26 -0.13
H -5.30 -2.71 -0.59 0.36
H -4.42 -1.86 -1.89 0.34
C 8.92 -5.88 -1.37 0.05
Cl 7.50 -6.47 -2.24 -0.17
Cl 10.00 -7.21 -0.93 -0.17
H 9.47 -5.18 -2.01 0.27
H 8.59 -5.36 -0.47 -0.01
C -6.53 2.25 0.13 -0.14
Cl -5.75 3.27 1.33 -0.08
Cl -5.59 0.79 -0.18 -0.12
H -7.52 1.96 0.49 -0.03
H -6.64 2.81 -0.81 0.28
C -10.27 2.59 1.72 -0.24
Cl -8.99 2.13 2.86 -0.13
Cl -9.59 2.96 0.13 -0.13
H -10.98 1.77 1.63 0.29
H -10.78 3.48 2.10 0.28
C -5.62 5.51 4.67 -0.20
Cl -4.35 5.05 5.81 -0.16
Cl -4.95 5.88 3.07 -0.12
H -6.33 4.69 4.57 0.18
H -6.13 6.40 5.05 0.29
C -6.00 -6.08 -2.30 -0.06
Cl -6.90 -4.66 -2.84 -0.16
Cl -6.17 -7.42 -3.45 -0.16
H -4.94 -5.82 -2.21 0.09
H -6.38 -6.40 -1.33 0.29
C 12.63 -2.57 1.19 -0.33
Cl 12.08 -1.15 0.29 -0.14
Cl 11.76 -4.02 0.70 -0.09
H 13.70 -2.71 1.01 0.31
H 12.46 -2.40 2.26 0.26
C 1.38 -4.81 4.39 -0.39
Cl 2.41 -5.96 3.54 -0.16
Cl 0.99 -3.42 3.37 -0.04
H 0.45 -5.31 4.67 0.27
H 1.90 -4.46 5.28 0.33
```

***

The following is a DFT calculation (the ωB97M-V functional and the def2-TZVPD basis) of C17H38I2O5P2Ta as an isolated structure in a non-equilibrium geometry.

XYZ file:
```
65
Properties=species:S:1:pos:R:3:mulliken_charge:R:1
C 4.21 -2.58 0.30 -0.92
C 4.43 -1.12 0.71 -0.33
O 4.62 -0.23 -0.41 -0.50
P 3.34 0.59 -0.88 1.22
O 2.60 1.22 0.21 -0.69
C 2.36 -0.47 -1.97 -0.26
C 1.11 0.21 -2.52 -1.36
C -0.02 0.40 -1.48 -0.25
Ta -1.50 -1.32 -1.21 0.86
O -2.38 -0.44 0.46 -0.75
C -2.24 0.96 0.60 -0.89
C -3.11 1.41 1.78 0.41
C -2.54 0.67 3.00 -1.62
C -3.08 2.95 1.99 0.46
C -2.70 3.73 0.73 -1.70
C -2.22 3.45 3.14 -1.63
C -2.91 -3.14 -1.01 -0.31
I -4.65 -2.87 0.17 -0.06
C -2.67 -4.31 -1.58 0.45
C -1.46 -4.65 -2.39 -1.21
I -4.01 -5.98 -1.43 -0.08
P 0.14 -2.59 0.35 -0.01
C -0.88 -3.63 1.51 -0.93
O 0.83 -1.45 1.39 -0.49
O 4.02 1.72 -1.80 -0.53
C 3.21 2.89 -1.94 0.06
C 3.57 3.99 -0.94 -1.26
H 5.06 -3.17 0.63 0.32
H 3.36 -2.97 0.84 0.16
H 4.08 -2.72 -0.76 0.33
H 5.35 -1.08 1.28 0.40
H 3.64 -0.80 1.38 0.29
H 3.00 -0.71 -2.81 0.47
H 2.16 -1.41 -1.47 -0.06
H 1.39 1.14 -3.01 0.46
H 0.73 -0.42 -3.30 0.51
H 0.42 0.69 -0.53 0.09
H -0.63 1.23 -1.85 0.49
H -0.75 -2.04 -2.75 -0.26
H -2.79 -0.49 -2.28 -0.30
H -1.23 1.25 0.87 0.27
H -2.55 1.45 -0.31 0.43
H -4.11 1.01 1.65 0.48
H -1.46 0.82 3.01 0.30
H -3.00 0.97 3.93 0.41
H -2.68 -0.40 2.89 0.36
H -4.10 3.24 2.22 0.33
H -3.36 3.51 -0.09 0.37
H -2.81 4.79 0.95 0.52
H -1.66 3.56 0.46 0.30
H -2.57 3.12 4.11 0.36
H -2.29 4.53 3.16 0.51
H -1.18 3.20 3.00 0.29
H -0.57 -4.14 -2.05 0.26
H -1.28 -5.71 -2.28 0.47
H -1.67 -4.48 -3.44 0.30
H -1.85 -3.17 1.68 0.13
H -1.03 -4.59 1.04 0.37
H -0.40 -3.70 2.48 0.35
H 0.30 -0.63 1.40 0.27
H 3.40 3.27 -2.94 0.50
H 2.15 2.71 -1.87 -0.06
H 3.62 4.95 -1.43 0.37
H 4.47 3.74 -0.39 0.28
H 2.77 4.05 -0.21 0.27
```

Output
Net charge: -1

***

The following is a DFT calculation (the ωB97M-V functional and the def2-TZVPD basis) of C17H38N4O2P2PtSSe2 as an isolated structure.

XYZ file:
```
67
Properties=species:S:1:pos:R:3:mulliken_charge:R:1
Pt 0.09 0.45 1.24 1.41
O -3.86 1.91 -3.15 -0.42
C -2.95 1.54 -4.16 -1.13
C -1.51 1.82 -3.71 1.60
C -0.61 1.64 -4.95 -1.37
O -0.67 0.28 -5.35 -0.51
C -0.98 0.86 -2.64 -0.98
Se -1.88 1.16 -0.93 -0.19
C -1.33 3.26 -3.22 -1.14
Se -1.81 3.48 -1.32 -0.12
H -4.76 1.84 -3.48 0.31
H -3.13 2.14 -5.07 0.49
H -3.04 0.49 -4.44 0.43
H 0.42 1.93 -4.70 0.36
H -0.96 2.30 -5.75 0.53
H -0.28 0.18 -6.22 0.34
H 0.08 1.04 -2.49 0.12
H -1.13 -0.18 -2.91 0.70
H -1.95 3.95 -3.79 0.46
H -0.29 3.56 -3.29 0.53
C 3.28 1.23 2.11 -1.32
P 2.02 1.52 0.85 0.67
C 2.88 1.27 -0.72 -1.08
C 1.62 3.29 0.92 -0.65
C 0.89 3.56 2.25 -1.08
P -0.32 2.21 2.60 0.48
C -1.97 2.93 2.42 -1.02
C -0.16 1.92 4.38 -1.37
H 4.12 1.90 1.97 0.44
H 3.63 0.20 2.03 0.38
H 2.87 1.37 3.11 0.31
H 3.64 2.04 -0.82 0.51
H 2.19 1.35 -1.56 0.16
H 3.36 0.29 -0.74 0.39
H 0.93 3.48 0.09 0.15
H 2.50 3.92 0.80 0.62
H 0.36 4.51 2.22 0.51
H 1.59 3.60 3.08 0.41
H -2.07 3.80 3.08 0.49
H -2.72 2.19 2.69 0.34
H -2.13 3.25 1.40 0.08
H -0.11 2.87 4.91 0.51
H 0.73 1.33 4.60 0.32
H -1.03 1.38 4.76 0.37
N -1.20 -1.24 3.34 -0.43
N -1.47 -0.89 1.97 -0.49
H -1.41 -2.20 3.57 0.20
H -1.71 -0.62 3.95 0.19
H -2.44 -0.66 1.82 0.31
H -1.26 -1.74 1.45 0.29
C 2.42 -5.95 -1.13 -1.42
C 1.53 -5.11 -0.29 0.81
C 0.71 -5.57 0.70 -0.93
C -0.06 -4.65 1.42 0.92
N -0.04 -3.34 1.15 -0.17
C 0.76 -2.89 0.19 -0.22
S 0.87 -1.27 -0.34 -0.66
N 1.54 -3.77 -0.51 0.06
C -0.96 -5.09 2.52 -1.36
H 2.22 -7.01 -0.96 0.37
H 3.46 -5.75 -0.88 0.35
H 2.28 -5.73 -2.19 0.40
H 0.66 -6.63 0.92 0.40
H 2.14 -3.39 -1.23 0.31
H -1.01 -6.17 2.60 0.38
H -1.97 -4.69 2.37 0.35
H -0.59 -4.69 3.47 0.31
```

Output
Relative energy (zero: lowest compared OMol25 entry of this formula, charge and spin) in kcal per mole: 0.00
Net charge: +2

***

The following is a DFT calculation (the ωB97M-V functional and the def2-TZVPD basis) of an isolated ion of composition C17H39BN6O5P and charge +1 in a non-equilibrium geometry.

XYZ file:
```
69
Properties=species:S:1:pos:R:3:mulliken_charge:R:1
H 3.54 -0.05 -0.42 0.23
N 4.15 0.11 -1.22 -0.79
C 3.88 1.26 -1.74 0.38
N 4.56 1.67 -2.88 -0.50
N 2.93 2.16 -1.21 0.07
C 3.19 2.70 0.12 -1.40
C 1.88 2.94 0.90 0.05
C 1.76 1.95 2.05 -0.46
C 0.38 1.76 2.70 -1.02
N -0.82 1.88 1.81 0.28
P -1.59 3.43 1.89 0.37
O -1.18 4.43 0.89 -0.58
C -1.33 0.99 0.95 -0.28
N -0.94 -0.27 0.63 1.00
C -0.51 -1.29 1.65 -1.58
C 0.96 -1.72 1.62 -0.27
C 1.12 -3.24 1.40 1.18
C 0.76 -4.03 2.66 -1.66
C 2.54 -3.58 0.91 -1.58
C -1.99 -0.84 -0.28 -0.50
O -2.94 -1.41 0.59 -0.60
B -1.35 -1.95 -1.27 0.67
C -0.02 -1.76 -2.04 -0.77
O -2.04 -3.15 -1.33 -0.62
C -2.60 0.45 -0.91 0.61
C -4.09 0.33 -1.22 -1.22
C -4.51 -0.74 -2.22 -1.13
C -1.91 1.02 -2.15 -1.41
O -0.56 1.32 -1.88 0.01
O 0.16 1.41 -3.12 -0.45
N -2.42 1.41 0.19 -0.60
H 4.67 0.93 -3.55 0.30
H 4.14 2.47 -3.34 0.25
H 2.73 2.90 -1.86 0.22
H 3.79 1.95 0.65 0.54
H 3.79 3.61 0.08 0.36
H 1.87 3.97 1.28 0.42
H 1.05 2.82 0.19 0.08
H 2.40 2.30 2.87 0.49
H 2.16 1.00 1.74 0.20
H 0.26 2.57 3.42 0.65
H 0.32 0.84 3.28 0.17
H -2.94 3.07 1.91 0.05
H -1.26 3.69 3.21 0.16
H -1.10 -2.17 1.40 0.84
H -0.85 -0.93 2.62 0.76
H 1.43 -1.22 0.77 -0.35
H 1.47 -1.44 2.55 0.61
H 0.41 -3.52 0.60 -0.01
H 1.26 -5.00 2.67 0.47
H -0.31 -4.22 2.75 0.37
H 1.08 -3.48 3.56 0.31
H 2.51 -4.44 0.23 0.37
H 3.01 -2.76 0.37 0.32
H 3.19 -3.86 1.74 0.44
H -3.36 -2.15 0.14 0.61
H 0.55 -2.70 -2.00 0.36
H 0.61 -0.93 -1.68 0.16
H -0.23 -1.56 -3.10 0.33
H -2.73 -3.26 -1.99 0.32
H -4.41 1.30 -1.62 0.59
H -4.64 0.18 -0.28 0.42
H -5.60 -0.77 -2.28 0.44
H -4.18 -1.74 -1.93 0.19
H -4.16 -0.52 -3.24 0.32
H -2.44 1.95 -2.43 0.55
H -1.98 0.32 -2.99 0.42
H -0.28 2.14 -3.57 0.32
H -3.25 1.50 0.77 0.54
```

Output
Net charge: +1
SMILES: [H]/N=C(/N)NCCCCN([PH2]=O)C1=[N+](CCC(C)C)[C@](O)(B(C)O)[C@](CC)(COO)N1

***

no.,E_LUMO (eV),HOMO-LUMO gap (eV)
1,0.2,9.06
2,2.1,6.24
3,-5.6,6.39
4,-2.9,8.05